{"formula": "C52H86O31", "method": "ωB97M-V/def2-TZVPD", "homo_ev": -9.13, "e_tot_ha": -4365.5101, "gap_ev": 9.08, "species": ["C", "C", "C", "O", "C", "H", "H", "H", "H", "H", "H", "H", "H", "C", "C", "C", "O", "C", "H", "H", "H", "H", "H", "H", "H", "H", "C", "C", "C", "O", "C", "H", "H", "H", "H", "H", "H", "H", "H", "C", "C", "C", "O", "C", "H", "H", "H", "H", "H", "H", "H", "H", "C", "C", "C", "O", "C", "O", "O", "H", "H", "H", "H", "H", "H", "C", "C", "C", "O", "C", "O", "O", "H", "H", "H", "H", "H", "H", "C", "C", "C", "O", "C", "O", "O", "H", "H", "H", "H", "H", "H", "C", "C", "C", "O", "C", "O", "O", "H", "H", "H", "H", "H", "H", "C", "C", "C", "O", "C", "O", "O", "H", "H", "H", "H", "H", "H", "C", "C", "C", "O", "C", "O", "O", "H", "H", "H", "H", "H", "H", "C", "C", "C", "O", "C", "O", "O", "H", "H", "H", "H", "H", "H", "C", "C", "C", "O", "C", "O", "O", "H", "H", "H", "H", "H", "H", "C", "C", "C", "O", "C", "O", "O", "H", "H", "H", "H", "H", "H"], "coordinates": [[5.115947, 1.840715, 1.219265], [6.219203, 0.810605, 1.552320], [5.362020, -0.441346, 1.507372], [4.155139, -0.078135, 2.171837], [3.963402, 1.345241, 2.104550], [4.895652, 1.693277, 0.159487], [5.450550, 2.857061, 1.420656], [6.615712, 0.970919, 2.559950], [7.064698, 0.879945, 0.871172], [5.764258, -1.336902, 1.978943], [5.212275, -0.682105, 0.444302], [4.014818, 1.860397, 3.061749], [3.044244, 1.503812, 1.537540], [0.360110, -0.654626, 0.460922], [1.463879, -0.296268, -0.561878], [0.773347, 0.756478, -1.414605], [-0.253162, 1.313877, -0.635340], [-0.336258, 0.684809, 0.649955], [0.786492, -1.032896, 1.381999], [-0.277608, -1.410315, -0.007564], [1.881540, -1.165983, -1.059986], [2.268983, 0.222948, -0.032086], [0.494033, 0.422521, -2.421850], [1.483441, 1.561539, -1.658517], [-1.400939, 0.629756, 0.875202], [0.152473, 1.271248, 1.434394], [-4.308269, -0.048928, -0.901398], [-5.262213, -1.236625, -0.687559], [-4.642576, -2.326915, -1.541465], [-3.265293, -1.977256, -1.750552], [-2.969037, -0.749852, -1.050146], [-4.282946, 0.511975, 0.039834], [-4.529985, 0.651069, -1.705702], [-6.304714, -0.959984, -0.857531], [-5.316808, -1.480142, 0.379046], [-5.105893, -2.348973, -2.531829], [-4.594795, -3.321309, -1.095021], [-2.177627, -0.208064, -1.563468], [-2.598501, -1.047193, -0.061460], [0.954827, -0.847286, 5.072520], [2.467922, -0.552592, 4.975416], [2.670867, 0.540307, 6.038188], [1.451113, 0.628791, 6.753366], [0.342693, 0.264055, 5.951542], [0.862686, -1.823918, 5.564341], [0.561953, -1.068223, 4.074457], [2.762377, -0.171985, 4.003586], [3.097274, -1.411891, 5.210335], [2.863555, 1.494359, 5.526619], [3.423540, 0.427417, 6.816622], [0.010867, 1.099587, 5.335587], [-0.440182, -0.147451, 6.580732], [0.846277, 6.977208, 2.482487], [-0.182453, 6.114926, 3.162875], [-0.918556, 5.105313, 2.254859], [-0.479959, 3.816211, 2.661691], [0.350539, 3.954083, 3.736964], [0.940295, 3.073391, 4.270660], [0.419724, 5.239387, 4.131714], [1.137381, 7.764101, 3.188557], [0.423989, 7.539840, 1.650313], [1.764663, 6.445073, 2.244735], [-0.924908, 6.697122, 3.706509], [-0.679748, 5.315395, 1.211907], [-1.995944, 5.248098, 2.355625], [-1.944663, 0.847881, -4.479583], [-2.740282, 1.957950, -5.143397], [-3.375730, 1.550733, -6.482312], [-4.762247, 1.905659, -6.313911], [-5.022607, 2.223961, -5.033810], [-6.097692, 2.471681, -4.590730], [-3.875454, 2.245715, -4.311444], [-2.431565, -0.122581, -4.642399], [-1.845837, 1.008036, -3.408556], [-0.983039, 0.676163, -4.970543], [-2.089978, 2.832817, -5.202908], [-3.315229, 0.478595, -6.649889], [-3.027873, 2.152604, -7.316052], [2.408693, -3.101635, 1.644889], [3.111109, -3.725080, 2.830614], [2.612232, -5.075990, 3.384998], [3.646069, -5.992691, 3.003328], [4.673382, -5.353164, 2.402316], [5.633153, -5.885625, 1.958333], [4.462513, -4.009849, 2.398110], [1.429333, -2.791468, 2.022355], [2.495337, -3.653862, 0.719287], [2.863309, -2.104238, 1.590722], [3.207566, -3.074048, 3.698088], [1.659674, -5.361283, 2.942150], [2.585929, -5.081494, 4.471584], [-5.929287, 2.844495, 2.312486], [-4.577461, 3.092770, 2.919204], [-4.458773, 3.071730, 4.463546], [-3.634118, 1.951296, 4.761169], [-3.112704, 1.454078, 3.627451], [-2.280115, 0.613411, 3.532239], [-3.653603, 2.044440, 2.539691], [-5.954231, 3.099237, 1.253868], [-6.724310, 3.408883, 2.804006], [-6.205852, 1.795062, 2.438626], [-4.078446, 3.984862, 2.541609], [-5.394618, 3.006563, 5.009368], [-3.927525, 3.987674, 4.727918], [-2.668509, 3.760959, -0.366795], [-2.511388, 4.479109, -1.678708], [-3.825464, 4.610683, -2.450386], [-4.281035, 5.902563, -2.015588], [-3.242791, 6.604059, -1.501088], [-3.321820, 7.726845, -1.128299], [-2.126651, 5.838664, -1.442115], [-3.256421, 2.847050, -0.487869], [-3.215897, 4.290488, 0.422384], [-1.715344, 3.525737, 0.104207], [-1.749700, 3.951653, -2.251795], [-4.491280, 3.826003, -2.113438], [-3.633549, 4.647502, -3.517771], [3.923974, -5.894769, -1.246477], [4.474158, -4.732556, -2.015520], [3.594719, -3.468018, -2.117880], [4.488674, -2.416449, -1.740439], [5.678277, -2.905935, -1.339979], [6.597186, -2.256765, -0.968219], [5.679413, -4.262560, -1.404984], [4.477026, -6.819033, -1.398931], [2.907301, -6.161186, -1.575693], [3.766695, -5.697829, -0.184132], [4.692297, -5.051614, -3.039557], [2.815203, -3.455537, -1.356661], [3.244573, -3.355970, -3.137400], [-2.049036, -4.479462, 0.792997], [-2.095532, -4.325852, 2.293364], [-2.548848, -2.895923, 2.668151], [-3.801347, -3.068321, 3.313758], [-4.045509, -4.376498, 3.513287], [-4.964677, -4.825315, 4.114627], [-3.105426, -5.142219, 2.901522], [-1.571287, -5.391460, 0.441776], [-1.592904, -3.559233, 0.431953], [-3.094784, -4.538411, 0.480705], [-1.181557, -4.511575, 2.858363], [-2.672659, -2.262090, 1.788264], [-1.829107, -2.365230, 3.292992], [3.108886, 1.062789, -3.759357], [3.800734, 2.390363, -3.889188], [5.326095, 2.385377, -3.736086], [5.770646, 3.262745, -4.753407], [4.773461, 3.470564, -5.649826], [4.907336, 4.118791, -6.628673], [3.666258, 2.818178, -5.273941], [2.060113, 1.073603, -4.040037], [3.306906, 0.632649, -2.778510], [3.565310, 0.399865, -4.502517], [3.366596, 3.206632, -3.305349], [5.727672, 1.367887, -3.804674], [5.698419, 2.732286, -2.772121], [-2.078558, -4.764418, -5.532613], [-1.788809, -3.868919, -4.353553], [-1.220022, -4.550782, -3.116828], [-0.344576, -3.575798, -2.566040], [0.031893, -2.746494, -3.573286], [0.854599, -1.890586, -3.477165], [-0.634339, -3.039279, -4.700138], [-2.473435, -4.173515, -6.356583], [-2.808838, -5.522694, -5.251024], [-1.138557, -5.217596, -5.842355], [-2.564142, -3.151891, -4.075005], [-0.631494, -5.417486, -3.431461], [-2.020565, -4.872760, -2.456059]], "forces_ev_per_angstrom": [[0.89, -0.46, 0.44], [-0.23, 0.41, 0.37], [0.69, -0.11, -0.51], [-0.24, 0.11, 0.38], [0.62, 0.02, -1.80], [-0.20, 0.33, -0.01], [-0.27, 0.10, -0.09], [-0.12, 0.04, 0.02], [-0.12, -0.38, -0.20], [0.05, 0.11, 0.16], [-0.38, -0.08, 0.19], [-0.41, -0.38, 0.28], [-0.38, 0.29, 0.68], [0.37, 0.12, -0.42], [-0.12, 0.27, 0.90], [1.46, 0.53, -0.77], [-0.70, 0.31, -0.11], [-0.20, -0.40, -0.37], [-0.13, -0.01, 0.10], [-0.20, 0.03, 0.21], [-0.11, 0.10, -0.30], [0.11, -0.31, 0.07], [-0.80, -0.36, 0.40], [-0.01, 0.00, 0.25], [0.06, -0.11, 0.27], [0.05, 0.14, -0.14], [0.43, 0.23, 1.25], [-0.36, 0.62, 0.51], [0.35, -0.08, -0.41], [0.32, 0.53, -0.26], [-0.36, -0.82, 0.08], [-0.02, 0.29, -0.23], [-0.21, -0.32, -0.25], [0.08, -0.25, -0.76], [0.60, -0.23, -0.06], [-0.15, -0.28, 0.09], [-0.62, -0.01, 0.04], [-0.08, 0.01, -0.11], [0.07, 0.26, 0.03], [0.45, -1.39, -0.29], [0.17, 0.42, 0.56], [-0.57, 0.75, -0.27], [-0.49, 0.28, 0.94], [1.15, -0.69, -1.10], [-0.18, 0.22, 0.33], [-0.40, 0.72, 0.05], [-0.01, -0.13, -0.08], [-0.16, -0.14, -0.12], [-0.01, -0.01, 0.11], [0.25, -0.43, -0.29], [-0.21, 0.04, 0.11], [-0.12, 0.30, 0.12], [0.14, 0.97, 0.92], [-0.54, -0.85, 0.00], [0.00, 1.08, -0.33], [0.17, 0.23, 0.22], [0.03, 0.21, 0.04], [-0.16, -0.26, -0.21], [0.21, 0.14, -0.10], [0.11, -0.16, 0.01], [0.01, -0.40, -0.29], [-0.19, -0.21, -0.38], [0.16, 0.25, -0.04], [0.13, -0.41, -0.04], [-0.05, -0.51, 0.14], [-0.17, -0.87, -0.61], [0.49, -0.76, 0.41], [-0.48, 0.83, 0.36], [-0.02, -0.22, 0.00], [0.08, 0.13, 0.00], [0.13, -0.06, 0.00], [-0.02, 0.07, -0.12], [-0.32, 0.18, 0.31], [0.25, 0.14, -0.03], [0.18, 0.49, 0.24], [-0.38, 0.27, -0.15], [0.12, 0.00, -0.20], [0.27, -0.32, -0.14], [0.11, 1.52, 2.06], [0.69, -0.50, 0.12], [0.73, 0.20, -0.47], [-0.34, -0.29, -0.32], [-0.09, 0.61, 0.28], [0.16, -0.18, -0.08], [-0.10, -0.67, 0.15], [-0.46, -0.76, -0.67], [-0.39, -0.18, 0.02], [0.31, -0.21, -0.70], [-0.19, 0.56, -0.41], [0.00, -0.23, 0.09], [-0.32, 0.04, 0.02], [-0.45, -0.16, 0.05], [0.70, -0.37, 0.20], [0.20, 0.61, -0.56], [0.06, -0.10, 0.03], [0.02, 0.13, -0.65], [0.13, -0.41, 0.43], [-0.36, 0.06, 0.03], [0.07, -0.09, -0.02], [0.21, 0.23, 0.04], [0.13, -0.02, -0.08], [-0.49, 0.28, -0.03], [-0.07, -0.15, -0.06], [-0.07, -0.12, 0.50], [-0.31, -0.48, 1.10], [-0.14, -0.49, 0.22], [0.93, 0.57, 0.65], [-0.01, -0.13, -0.01], [-0.31, -0.22, 0.00], [0.16, 0.22, 0.04], [0.02, 0.06, -0.24], [0.40, -0.21, -0.19], [-0.14, 0.53, -0.48], [0.09, -0.27, -0.30], [0.13, 0.33, -0.14], [-0.45, 0.12, -0.48], [-0.41, -0.17, -0.12], [-1.31, -0.60, 0.17], [-0.06, 0.06, -0.34], [0.63, -0.51, 0.99], [-0.04, 0.42, -0.47], [-0.01, -0.87, 0.01], [0.08, 0.30, 0.02], [-0.04, 0.38, -0.16], [0.40, 0.20, 0.26], [0.14, 0.32, -0.37], [0.55, 0.12, 0.00], [0.30, -0.06, 0.12], [-0.40, -0.12, -0.43], [-0.29, 0.44, 0.11], [-0.32, -0.25, 0.50], [-0.22, 0.69, 0.84], [0.28, 0.26, -0.45], [0.07, 0.17, 0.24], [0.03, -0.46, -0.19], [-0.07, 0.18, 0.01], [0.02, 0.04, -0.04], [0.30, 0.12, 0.04], [0.17, -0.28, -0.59], [0.05, 0.27, -0.24], [0.24, -0.36, -0.51], [-0.29, -0.10, -0.03], [-0.22, -0.14, 0.37], [0.76, -0.41, -0.47], [0.00, 0.51, -0.61], [-0.15, -0.55, 0.85], [0.17, -0.08, 0.04], [0.47, -0.29, 0.22], [-0.13, 0.28, -0.49], [-0.28, 0.05, 0.20], [-0.15, 0.28, 0.44], [-0.34, -0.06, 0.07], [0.12, -0.04, 0.16], [-0.13, -0.24, 0.22], [0.06, 0.10, -0.67], [-0.29, 0.35, -0.01], [-0.15, 0.37, 0.35], [0.96, 0.35, 0.03], [-0.55, -0.54, -0.78], [-0.01, 0.22, 0.12], [-0.10, -0.11, -0.06], [0.14, 0.00, 0.15], [-0.22, 0.24, -0.02], [-0.04, -0.08, -0.05], [0.03, -0.08, -0.11], [-0.09, -0.19, -0.05], [-0.28, -0.30, -0.08], [0.02, -0.06, 0.15], [0.26, 0.28, 0.47]], "lowdin_charge": [-0.16, -0.15, -0.21, -0.18, -0.19, 0.10, 0.11, 0.12, 0.11, 0.13, 0.10, 0.12, 0.10, -0.14, -0.13, -0.23, -0.15, -0.18, 0.07, 0.10, 0.09, 0.10, 0.09, 0.10, 0.10, 0.12, -0.14, -0.15, -0.19, -0.17, -0.19, 0.10, 0.11, 0.12, 0.11, 0.12, 0.11, 0.10, 0.09, -0.15, -0.15, -0.19, -0.15, -0.18, 0.10, 0.08, 0.07, 0.10, 0.10, 0.12, 0.09, 0.12, -0.02, -0.30, -0.10, 0.06, -0.54, 0.17, 0.09, 0.09, 0.09, 0.10, 0.15, 0.12, 0.12, -0.01, -0.30, -0.06, 0.07, -0.57, 0.17, 0.04, 0.09, 0.07, 0.10, 0.15, 0.13, 0.14, 0.00, -0.28, -0.07, 0.06, -0.58, 0.17, 0.07, 0.07, 0.08, 0.08, 0.13, 0.12, 0.13, -0.01, -0.30, -0.07, 0.09, -0.56, 0.16, 0.05, 0.08, 0.09, 0.10, 0.12, 0.14, 0.13, -0.02, -0.30, -0.08, 0.07, -0.57, 0.16, 0.08, 0.08, 0.08, 0.07, 0.15, 0.13, 0.13, -0.01, -0.31, -0.08, 0.05, -0.56, 0.16, 0.09, 0.09, 0.09, 0.07, 0.15, 0.11, 0.13, -0.01, -0.30, -0.09, 0.08, -0.56, 0.17, 0.08, 0.09, 0.07, 0.09, 0.14, 0.11, 0.13, -0.02, -0.29, -0.10, 0.07, -0.58, 0.17, 0.08, 0.08, 0.09, 0.10, 0.16, 0.14, 0.13, -0.01, -0.30, -0.10, 0.06, -0.56, 0.14, 0.07, 0.09, 0.09, 0.09, 0.14, 0.14, 0.13]}